# 1
DFT (ωB97M-V/def2-TZVPD) results for a 2-piece molecular cluster, C2H3FO2P overall.

Structure (XYZ):
```
9
Properties=species:S:1:pos:R:3:forces:R:3
C -0.2071 -0.0728 0.2592 -1.22 -0.40 0.26
C 0.8469 0.7449 0.2145 2.29 -2.82 -0.98
O 3.6620 1.0573 -0.0535 -1.74 0.02 0.03
O 2.7617 -1.2574 -0.6447 -1.23 1.15 0.39
F -2.0549 -0.1788 -1.4884 0.44 0.02 0.48
P 2.4928 0.1452 -0.2229 1.76 -1.07 -0.06
H -1.1349 0.3477 0.5508 -0.80 0.61 0.21
H -0.3859 -1.1571 0.1992 1.12 0.62 -0.66
H 0.9487 1.7357 0.4976 -0.61 1.86 0.34
```
Forces are in eV/Å.

Output
Calculated total energy: -18224.8327 eV
Relative energy (zero: lowest compared OMol25 entry of this formula, charge and spin): 66.4 kcal per mole
LUMO energy (alpha / beta): 3.28 / 3.28 eV
Highest occupied orbital energy (alpha / beta): -4.53 / -4.54 eV
Kohn-Sham gap (alpha / beta): 7.810 / 7.811 eV
Multiplicity: 1
Net charge: -1

Results of the Löwdin charge analysis, in e, for atoms 1 through 6:
1. C -0.035
2. C -0.258
3. O -0.368
4. O -0.349
5. F -0.761
6. P 0.612

***

# 2
DFT (ωB97M-V/def2-TZVPD) results for a 8-piece molecular cluster, C11H40N2O8 overall.

Structure (XYZ):
```
61
Properties=species:S:1:pos:R:3:forces:R:3
C -3.3365 3.5379 3.7437 0.47 0.11 0.70
O -2.3855 3.9179 2.8167 1.12 1.68 -0.99
C -2.1775 3.0443 1.7185 -2.48 0.35 0.84
C -3.4705 3.0237 0.7701 1.09 -1.33 -0.91
C -3.1372 2.1647 -0.4223 0.09 -1.23 -1.13
N -3.8672 4.2937 0.2112 0.80 1.83 1.05
H -4.3491 3.5900 3.3438 -0.17 -0.41 0.15
H -3.2338 4.2397 4.5714 -0.26 0.15 -0.04
H -3.0234 2.5805 4.1602 -0.70 -0.55 -0.02
H -1.2392 3.3293 1.2427 -0.34 0.15 -0.32
H -2.0414 2.0955 2.2375 -0.05 -0.79 -0.86
H -4.3832 2.6530 1.2365 0.54 -0.85 0.78
H -3.9444 2.1822 -1.1546 -0.25 0.14 0.02
H -2.9469 1.1011 -0.2784 -0.10 -0.08 0.72
H -2.2659 2.4962 -0.9872 0.16 0.53 0.22
H -4.1066 4.8257 1.0356 0.11 0.88 0.04
H -4.7372 4.2839 -0.3018 -0.01 -0.67 -0.25
C 5.1179 -0.5792 -2.9354 -0.44 -0.34 -0.56
O 4.9594 -1.9218 -2.5028 -0.31 -0.19 0.45
C 3.6054 -2.2463 -2.0794 1.22 -0.52 0.25
C 3.4998 -3.7498 -1.6035 -1.17 0.62 -0.48
C 2.1573 -3.9275 -0.7648 1.38 0.34 -0.90
N 4.6694 -4.1453 -0.8629 0.73 0.51 0.92
H 5.2035 0.1793 -2.1573 -0.11 -0.24 0.45
H 4.2687 -0.3245 -3.5696 -0.24 0.27 -0.10
H 5.9940 -0.4838 -3.5768 0.15 -0.36 0.18
H 3.3264 -1.6016 -1.2460 -0.04 0.15 0.19
H 2.9714 -2.0152 -2.9354 -0.41 -0.34 0.06
H 3.6020 -4.4059 -2.4679 -1.33 0.24 -0.72
H 1.8718 -4.9732 -0.6505 0.11 0.03 -0.04
H 1.3331 -3.3784 -1.2202 -0.02 -0.07 -0.14
H 2.3259 -3.4886 0.2186 0.05 -0.08 0.03
H 5.4315 -3.8714 -1.4664 0.55 0.16 0.21
H 4.7152 -5.1541 -0.8493 -0.12 -0.19 0.23
C 0.5729 0.2558 0.4315 -0.29 0.00 -0.87
O -0.2274 -0.8709 0.0819 0.44 0.36 0.76
H 0.7067 0.2702 1.5132 0.19 -0.09 -0.19
H 1.5076 0.2411 -0.1291 0.44 -0.22 0.45
H 0.1183 1.1923 0.1084 -0.38 0.13 0.25
H -0.2207 -1.0142 -0.8674 0.05 0.04 -0.29
C -0.9008 0.2505 4.3641 0.13 -0.35 -0.12
O 0.3419 -0.3061 4.7505 0.50 0.37 0.20
H -1.6123 -0.2567 5.0158 -0.38 0.19 -0.48
H -0.9786 1.3311 4.4834 0.17 0.15 0.41
H -1.0513 0.0619 3.3012 -0.54 -0.30 -0.02
H 1.0407 0.2841 4.4591 0.13 -0.07 -0.01
C 0.6301 -0.5862 -3.4729 -0.45 0.75 -0.39
O -0.1564 -1.4209 -2.5922 0.71 0.35 -1.03
H 1.0586 -1.0709 -4.3502 0.36 -0.76 0.50
H 0.0351 0.1802 -3.9695 -0.54 0.20 0.41
H 1.3871 -0.0430 -2.9073 0.01 -0.45 0.14
H -0.6677 -2.0036 -3.1584 -0.07 -0.09 0.03
O 1.4835 3.5394 0.2910 0.21 -0.20 0.00
H 1.0700 4.0500 0.9871 -0.07 0.18 0.23
H 0.9040 3.6481 -0.4630 -0.15 0.07 -0.23
O -2.5717 -1.6023 1.0889 -1.02 0.50 0.93
H -1.7334 -1.1931 0.8747 0.49 0.05 -0.18
H -2.7480 -2.1880 0.3526 0.19 -0.25 0.00
O -2.6295 -3.4545 -0.8227 0.02 -0.41 -0.26
H -2.2099 -3.0601 -1.5873 0.18 0.10 -0.16
H -3.5560 -3.5065 -1.0575 -0.37 -0.15 -0.10
```
Forces are in eV/Å.

Output
Calculated total energy: -31412.1791 eV
Relative energy (zero: lowest compared OMol25 entry of this formula, charge and spin): 24.2 kcal per mole
LUMO energy: -0.11 eV
Highest occupied orbital energy: -9.04 eV
SMILES: COC[C@H](C)N.COC[C@H](C)N.CO.CO.CO.O.O.O
Kohn-Sham gap: 8.925 eV
Multiplicity: 1

Results of the Löwdin charge analysis, in e, for atoms 1 through 6:
1. C -0.124
2. O -0.215
3. C -0.132
4. C -0.420
5. C -0.088
6. N 0.028

***

# 3
DFT (ωB97M-V/def2-TZVPD) results for C49H51F2N4OPS2Sc as an isolated structure.

Structure (XYZ):
```
111
Properties=species:S:1:pos:R:3:forces:R:3
Sc 0.1562 0.4551 0.5688 0.42 -0.75 0.44
C 0.4837 4.5833 1.5039 0.04 -0.12 -0.09
C -0.6883 3.6673 1.2994 -0.12 -0.11 0.15
N -1.0197 2.9128 2.2822 0.77 -0.04 0.22
N -2.2551 2.3752 2.3088 -0.88 0.22 -0.18
C -2.5266 1.1475 2.4641 -0.04 0.26 -0.11
S -1.4978 -0.2479 2.4955 0.41 -0.03 0.18
S -4.2826 0.7943 2.6477 0.01 -0.03 -0.19
C -4.9948 1.8856 1.3453 0.09 -0.26 0.31
C -5.6534 1.0365 0.3020 -0.10 0.00 -0.03
C -7.0295 0.8341 0.2970 0.07 0.05 -0.02
C -7.6167 -0.0145 -0.6317 -0.05 -0.03 -0.02
C -6.8315 -0.6728 -1.5654 -0.05 0.00 -0.01
C -5.4569 -0.4707 -1.5712 -0.04 0.04 -0.02
C -4.8730 0.3770 -0.6452 0.00 0.00 -0.04
C -1.4770 3.7557 0.0512 -0.20 -0.20 0.01
C -1.9216 4.9850 -0.4224 0.01 -0.02 0.04
C -2.7526 5.0803 -1.5272 -0.03 0.06 -0.03
C -3.1202 3.9185 -2.1940 0.03 0.08 -0.01
C -2.6500 2.6897 -1.7718 0.07 -0.14 0.00
C -1.8274 2.5658 -0.6381 0.02 0.47 -0.13
O -1.3860 1.3885 -0.2634 -0.22 0.21 -0.20
H 1.0641 4.2480 2.3618 -0.01 0.02 0.01
H 1.1177 4.6264 0.6180 0.00 0.03 0.01
H 0.1162 5.5926 1.7142 0.01 0.01 -0.02
H -5.6942 2.5665 1.8266 -0.03 0.05 -0.09
H -4.1526 2.4499 0.9504 -0.04 0.10 0.00
H -7.6436 1.3438 1.0311 0.00 -0.01 0.01
H -8.6895 -0.1657 -0.6215 0.01 0.00 0.00
H -7.2875 -1.3421 -2.2847 0.00 0.01 0.00
H -4.8384 -0.9848 -2.2981 -0.10 0.02 0.01
H -3.7989 0.5283 -0.6377 -0.02 -0.05 0.07
H -1.6337 5.8860 0.1077 0.00 -0.01 0.01
H -3.1147 6.0454 -1.8577 0.01 -0.01 -0.01
H -3.7745 3.9740 -3.0562 0.02 -0.02 -0.01
H -2.9129 1.7858 -2.3103 0.00 0.03 0.02
C 1.1393 -0.1973 -3.5498 -0.08 -0.01 0.03
C -0.3574 -0.3435 -3.2605 0.08 0.04 0.23
C -1.0841 -0.9317 -4.4668 0.00 0.06 0.09
P -0.5631 -1.1687 -1.5870 0.00 -0.36 -0.61
C -2.2523 -1.9835 -1.6608 0.19 0.10 0.32
C -2.7285 -2.1966 -0.2224 -0.03 0.05 -0.12
C -2.3561 -3.3005 -2.4239 -0.03 0.14 -0.11
C 0.6552 -2.5002 -1.5597 -0.03 0.12 0.05
C 0.8025 -3.4542 -2.5655 0.11 -0.05 0.06
C 1.7613 -4.4510 -2.5184 -0.01 -0.08 -0.13
C 1.9086 -5.4641 -3.6256 0.05 0.08 0.10
C 2.5961 -4.4713 -1.3991 -0.09 0.03 -0.08
C 2.4953 -3.5298 -0.4013 0.03 0.02 0.14
C 1.5375 -2.4796 -0.4459 -0.02 -0.31 -0.34
N 1.4607 -1.5134 0.5068 -0.35 0.71 0.19
C 2.3571 -1.6739 1.5916 0.12 -0.12 0.24
C 1.9306 -2.3549 2.7467 -0.09 0.07 -0.12
C 0.6101 -3.0745 2.7298 0.07 0.10 0.01
C 2.7547 -2.3981 3.8603 0.04 0.02 0.03
C 4.0179 -1.8156 3.8538 0.02 -0.05 0.03
C 4.8663 -1.8211 5.0980 -0.05 0.02 -0.06
C 4.4698 -1.2525 2.6705 0.04 0.04 0.08
C 3.6720 -1.1958 1.5325 -0.12 0.03 -0.09
C 4.2422 -0.6954 0.2331 -0.02 0.05 0.09
H 1.3121 0.5420 -4.3361 -0.02 0.03 0.02
H 1.5551 -1.1501 -3.8791 0.03 -0.02 0.02
H 1.6851 0.1178 -2.6590 0.07 -0.03 -0.07
H -0.7764 0.6545 -3.0810 0.02 0.00 0.02
H -0.7080 -1.9225 -4.7227 0.00 -0.01 -0.01
H -0.9126 -0.2852 -5.3319 -0.03 0.00 -0.02
H -2.1607 -0.9964 -4.3038 0.00 -0.02 -0.05
H -2.8960 -1.2331 -2.1362 0.16 -0.01 0.05
H -2.0798 -2.9148 0.2872 0.01 0.01 0.03
H -3.7505 -2.5850 -0.2040 0.02 -0.03 -0.03
H -2.7084 -1.2698 0.3443 -0.03 -0.05 0.09
H -1.6874 -4.0439 -1.9901 -0.03 -0.03 -0.01
H -2.1212 -3.1961 -3.4828 0.01 -0.07 0.01
H -3.3795 -3.6773 -2.3433 -0.02 0.00 0.01
H 0.1434 -3.4197 -3.4243 -0.02 -0.01 0.00
H 1.0701 -5.4044 -4.3205 0.00 -0.02 -0.01
H 1.9475 -6.4806 -3.2272 -0.01 -0.02 -0.04
H 2.8277 -5.3000 -4.1953 -0.02 -0.03 -0.03
H 3.3503 -5.2490 -1.3205 0.01 0.01 0.04
H 3.1710 -3.5769 0.4444 -0.01 -0.05 -0.04
H -0.1954 -2.4094 2.4267 -0.06 -0.07 0.00
H 0.3718 -3.4886 3.7097 0.02 -0.01 0.01
H 0.6436 -3.8884 2.0005 -0.04 -0.02 0.01
H 2.4064 -2.9003 4.7588 -0.02 0.00 -0.01
H 4.9588 -2.8306 5.5037 0.03 0.01 0.03
H 4.4176 -1.1937 5.8730 0.04 0.00 0.01
H 5.8666 -1.4392 4.8921 0.01 -0.01 0.02
H 5.4756 -0.8437 2.6270 -0.01 0.02 -0.01
H 5.0722 -0.0088 0.4076 0.01 0.02 -0.01
H 3.4844 -0.1938 -0.3650 -0.01 0.02 -0.03
H 4.6138 -1.5418 -0.3520 0.01 0.03 -0.03
F 2.6665 3.5904 -3.3831 -0.01 0.00 -0.07
C 2.7004 3.1497 -2.1053 0.04 -0.04 0.14
C 1.6217 2.4701 -1.5816 -0.35 -0.09 0.02
C 1.6240 1.9956 -0.2672 0.35 0.17 -0.07
C 2.7460 2.3222 0.5325 -0.14 -0.09 -0.05
C 3.8298 2.9702 -0.0518 -0.07 -0.05 -0.11
F 4.9769 3.2148 0.6367 0.03 -0.01 0.07
C 3.8435 3.3788 -1.3698 0.01 0.09 -0.04
C 2.6641 1.9993 1.9756 0.12 -0.02 0.11
C 3.5269 2.5338 2.9333 0.03 0.02 0.10
C 3.3456 2.2271 4.2696 -0.06 -0.06 -0.02
C 2.3057 1.3932 4.6331 0.03 0.03 -0.01
C 1.4786 0.9141 3.6325 -0.02 -0.11 0.14
N 1.6412 1.2022 2.3449 0.08 0.06 -0.32
H 0.7550 2.3225 -2.2208 0.05 -0.04 -0.02
H 4.7085 3.8674 -1.7946 -0.01 0.02 0.02
H 4.3272 3.1956 2.6500 -0.02 -0.02 -0.09
H 4.0127 2.6413 5.0160 0.00 0.01 -0.01
H 2.1211 1.1275 5.6648 -0.02 -0.03 -0.02
H 0.6350 0.2801 3.8688 -0.02 0.01 -0.03
```
Forces are in eV/Å.

Output
Calculated total energy: -116750.2647 eV
Relative energy (zero: lowest compared OMol25 entry of this formula, charge and spin): 0.0 kcal per mole
LUMO energy: 2.52 eV
Highest occupied orbital energy: -4.53 eV
Kohn-Sham gap: 7.053 eV
Multiplicity: 1
Net charge: -1

Results of the Löwdin charge analysis, in e, for atoms 1 through 6:
1. Sc 0.755
2. C -0.020
3. C -0.300
4. N 0.076
5. N -0.075
6. C -1.071